{
  "formula": "C9H7N3O2",
  "method": "wB97M-V/def2-TZVPD",
  "homo_ev": [-8.20, -8.18],
  "smiles": "C/C(C#N)=[N+](\\[O-])c1ccccc1N=O",
  "e_lumo_ev": [-1.463, -1.436],
  "de_lowest_ev": 4.915,
  "symbols": ["C", "C", "O", "C", "H", "C", "N", "H", "H", "H", "C", "N", "C", "H", "H", "H", "C", "N", "C", "C", "O"],
  "positions_angstrom": [[-1.2726, -2.2921, 0.0794], [-2.9612, -0.5987, -0.1354], [-0.2716, 2.1702, 0.0736], [-2.6411, -1.9229, 0.0896], [0.6430, -1.7081, 0.4028], [-0.2877, -1.3555, 0.1838], [0.3242, 1.0025, 0.0568], [3.4958, 2.1366, 0.5674], [-0.9296, -3.2848, 0.2283], [1.9076, 2.9083, 0.8069], [-0.6314, 0.0290, 0.0805], [3.4229, -0.9001, -0.2413], [-1.9527, 0.3884, -0.1164], [2.5775, 2.7463, -0.7753], [-4.0223, -0.3086, -0.2178], [-3.4243, -2.5346, 0.1914], [2.5393, -0.1756, -0.0989], [-2.2299, 1.6588, -0.4550], [2.4476, 2.1580, 0.1657], [1.7089, 0.9042, -0.0003], [-3.1385, 2.4026, -0.0780]],
  "lowdin_charge": [-0.05, 0.02, -0.02, -0.03, 0.08, 0.02, -0.07, 0.11, 0.10, 0.10, -0.12, 0.19, -0.19, 0.11, 0.13, 0.07, -0.22, -0.02, -0.05, -0.21, 0.05]
}

---

{
  "formula": "C9H7N3O5Ti",
  "method": "wB97M-V/def2-TZVPD",
  "homo_ev": [-20.21, -20.20],
  "e_lumo_ev": [-15.475, -15.214],
  "total_charge": 3,
  "s_squared": 0.7559,
  "spin_multiplicity": 2,
  "symbols": ["C", "O", "H", "H", "N", "C", "C", "H", "C", "N", "C", "C", "O", "H", "O", "H", "C", "C", "Ti", "O", "O", "H", "N", "H", "C"],
  "positions_angstrom": [[2.8070, 3.2573, -0.2610], [3.6372, -0.1265, 0.7731], [1.6415, -1.8103, -2.2424], [-0.2638, -3.1074, -1.4274], [-1.7920, -1.1208, 0.8021], [-1.5686, -2.2435, 0.0329], [-2.9922, -1.1238, 1.6756], [-2.3191, -3.0568, 0.1549], [0.8204, 2.1405, -2.4528], [0.1051, -0.0004, -0.1136], [0.2634, 2.4054, 1.3880], [2.7605, 0.5390, 0.3758], [0.5416, 2.2799, -3.5768], [-3.6858, -0.3129, 1.3987], [-1.1888, 0.9968, 1.5211], [-3.5058, -2.0943, 1.5362], [0.3397, -1.1175, -0.8528], [-0.4789, -2.2551, -0.7997], [1.3727, 1.7803, -0.3107], [0.2259, 3.1697, 2.2749], [3.6528, 4.0089, -0.0336], [1.8999, -0.1826, -1.6909], [1.3823, -1.0285, -1.6731], [-2.7127, -1.0148, 2.7357], [-0.9422, 0.0174, 0.7657]],
  "lowdin_charge": [0.04, 0.31, 0.16, 0.15, 0.00, 0.09, 0.05, 0.18, 0.12, 0.06, -0.03, 0.02, 0.27, 0.13, 0.08, 0.12, -0.33, 0.07, 0.92, 0.26, 0.31, 0.05, 0.22, 0.13, -0.36]
}

---

{
  "formula": "C9H7NO2",
  "method": "wB97M-V/def2-TZVPD",
  "homo_ev": -8.30,
  "e_lumo_ev": 0.144,
  "de_lowest_ev": 5.817,
  "symbols": ["C", "H", "H", "C", "C", "C", "C", "O", "C", "H", "O", "C", "H", "H", "C", "C", "N", "H", "H"],
  "positions_angstrom": [[-0.0688, -0.5385, 1.6829], [1.2525, 2.4098, -0.5406], [0.8465, 0.3261, 4.1236], [0.5801, 1.8778, 1.1463], [-0.9399, -1.7479, -0.4966], [-0.1684, -0.8867, -2.5963], [0.1797, 0.5402, -0.7941], [0.8668, 1.1477, 3.4035], [-0.9723, -1.8146, -1.9262], [0.6440, 0.9725, -2.7014], [1.0995, 2.8008, 1.6979], [0.0348, 0.3870, -2.0067], [-0.3076, -1.3061, 2.5378], [-0.1671, -1.1183, -3.5580], [0.2905, 0.7065, 2.1375], [-0.2767, -0.5889, 0.0920], [0.6483, 1.6532, -0.1645], [-1.5840, -2.5426, -2.4032], [-1.9581, -2.2780, 0.3661]],
  "lowdin_charge": [0.03, 0.20, 0.19, -0.44, -0.06, -0.05, -0.27, -0.05, -0.10, 0.14, 0.09, -0.07, 0.14, 0.05, -0.18, -0.08, 0.16, 0.09, 0.21]
}

---

{
  "formula": "C9H7NO2",
  "method": "wB97M-V/def2-TZVPD",
  "homo_ev": -9.21,
  "smiles": "Cc1nc2ccccc2oc1=O",
  "e_lumo_ev": -0.291,
  "de_lowest_ev": 1.277,
  "symbols": ["C", "H", "H", "C", "C", "H", "C", "C", "C", "C", "C", "C", "H", "O", "O", "N", "H", "H", "H"],
  "positions_angstrom": [[0.1066, -1.4573, -1.1331], [0.1178, -2.6773, -2.7813], [-2.4719, -0.0287, 1.3851], [-1.6152, 0.6400, 1.1890], [-0.1215, 2.5277, 1.7269], [1.7624, 2.6547, 0.7301], [-0.6322, 0.1964, 0.2223], [0.5414, 0.8981, 0.1279], [0.7887, 2.1251, 0.7499], [-1.3267, 1.7849, 1.9366], [1.2708, -0.6716, -1.4204], [0.1775, -2.8748, -1.7050], [1.2154, -3.2753, -1.5316], [2.0881, -1.0508, -2.2265], [1.5363, 0.3908, -0.6757], [-0.7932, -1.1121, -0.2873], [-0.6807, -3.5320, -1.4486], [0.0359, 3.4483, 2.3569], [-1.9996, 2.0138, 2.7847]],
  "lowdin_charge": [-0.24, 0.08, 0.12, 0.00, -0.07, 0.13, -0.19, -0.19, 0.00, -0.09, -0.45, -0.01, 0.11, 0.13, 0.16, 0.19, 0.09, 0.12, 0.11]
}

---

{
  "formula": "C9H8AlF15O16S5",
  "method": "wB97M-V/def2-TZVPD",
  "homo_ev": -4.70,
  "e_lumo_ev": -1.242,
  "total_charge": -2,
  "de_lowest_ev": 0.000,
  "symbols": ["C", "C", "Al", "H", "H", "O", "F", "O", "H", "O", "H", "O", "S", "C", "O", "O", "F", "H", "F", "F", "H", "O", "O", "C", "C", "O", "F", "S", "C", "S", "C", "O", "F", "O", "F", "F", "S", "H", "O", "F", "F", "F", "O", "S", "C", "C", "H", "F", "O", "F", "F", "O", "F", "O"],
  "positions_angstrom": [[-1.3262, -1.7754, -2.5978], [0.8030, -2.1506, -3.3071], [0.8092, -0.8592, 0.4938], [0.9136, -3.2300, -3.1340], [1.8221, -1.7751, -3.2314], [0.5181, 0.5632, 3.0612], [5.3038, -4.3176, -1.6160], [-4.1929, -0.1680, 1.1892], [-1.9573, -1.1965, -1.9212], [3.9898, -4.1565, 0.8886], [-0.2025, -2.7386, -5.1370], [3.5977, -1.8207, 0.1059], [-1.5511, 2.1731, -1.0224], [-2.9369, 1.8926, -2.2446], [-2.1782, 2.7960, 0.1573], [-1.0373, 0.8102, -0.7827], [3.3263, 3.7128, -0.6125], [-1.6884, -2.8098, -2.5089], [-3.7186, 0.9589, -1.7061], [2.4991, 1.8340, 4.8505], [0.6700, -1.1828, -5.1559], [1.9421, -3.4891, -0.3006], [-0.5935, 2.9932, -1.7424], [4.0702, -3.8398, -1.7638], [0.0127, -1.8307, -4.5760], [-3.0620, 1.3015, 2.7779], [-4.5601, -2.1131, 3.1259], [-0.0454, 1.2623, 4.2055], [2.3140, 4.3649, -0.0508], [-3.1560, -0.0219, 2.1867], [-3.6807, -1.2336, 3.5960], [1.4067, 1.9260, 0.6289], [2.7477, 5.4762, 0.5565], [0.0187, -1.7805, -2.1468], [-4.2163, -0.5724, 4.6127], [-2.6470, -1.9224, 4.0492], [3.3826, -3.2585, -0.0821], [-2.1479, -1.3640, -4.5762], [0.1360, 3.8442, 1.4129], [3.2817, -4.7917, -2.2393], [-2.5345, 1.4991, -3.4469], [-3.6626, 2.9982, -2.4389], [2.2609, 3.3544, 2.4462], [1.4463, 3.2540, 1.2454], [1.3729, 1.4843, 5.4371], [-1.2527, -1.1851, -3.9739], [-1.1520, -0.1035, -3.9720], [1.4910, 4.7328, -1.0128], [-1.8523, -0.5322, 1.7253], [1.0804, 2.3809, 6.3623], [1.5753, 0.2790, 5.9736], [-1.0529, 0.5249, 4.9363], [4.1435, -2.8186, -2.6084], [-0.5300, 2.6211, 3.8835]],
  "lowdin_charge": [-0.21, -0.18, 1.31, 0.11, 0.11, -0.30, 0.12, -0.28, 0.11, -0.32, 0.10, -0.38, 0.53, -0.67, -0.24, -0.36, 0.13, 0.13, 0.12, 0.15, 0.10, -0.41, -0.30, -0.68, -0.14, -0.23, 0.12, 0.54, -0.66, 0.52, -0.67, -0.33, 0.12, -0.23, 0.13, 0.13, 0.48, 0.11, -0.21, 0.13, 0.12, 0.12, -0.27, 0.52, -0.68, -0.16, 0.10, 0.14, -0.34, 0.15, 0.12, -0.25, 0.12, -0.21]
}

---

{
  "formula": "C9H8BMnN4OS4",
  "method": "wB97M-V/def2-TZVPD",
  "homo_ev": [-12.03, -12.04],
  "e_lumo_ev": [-6.809, -6.444],
  "total_charge": 1,
  "de_lowest_ev": 0.037,
  "s_squared": 0.8355,
  "spin_multiplicity": 2,
  "symbols": ["H", "H", "C", "H", "H", "H", "C", "N", "C", "C", "S", "H", "C", "N", "C", "N", "Mn", "O", "H", "C", "S", "N", "S", "B", "C", "H", "S", "C"],
  "positions_angstrom": [[-3.4411, 0.7722, 2.3530], [0.5504, 3.8127, 3.1551], [2.8195, -1.4011, -0.6012], [-3.6115, 2.0734, 0.8294], [-4.0663, -2.3949, -1.6040], [-1.3645, -2.0970, -1.6407], [0.6597, 2.1454, 1.7306], [-0.3060, 1.3521, 1.1675], [-3.4618, -1.6822, -1.0658], [0.0736, 3.0484, 2.5625], [3.9539, -0.5546, -2.8400], [1.6963, 1.9939, 1.4853], [2.7221, -0.5412, -1.6337], [-2.8730, -0.0080, 0.2955], [-3.8997, -0.6892, -0.1726], [-1.5121, 1.7582, 1.6518], [0.0507, -0.0260, -0.0832], [5.9397, -2.2663, -2.4938], [-2.1376, 3.2331, 2.9719], [-2.1082, -1.5427, -1.0940], [1.3551, 0.5076, -1.6845], [-1.7428, -0.5101, -0.2588], [1.5626, -1.3901, 0.5689], [-2.9577, 1.1895, 1.3283], [-1.2991, 2.7621, 2.4782], [-4.9008, -0.4394, 0.1517], [4.1753, -2.4728, -0.5366], [4.9030, -1.8810, -2.0716]],
  "lowdin_charge": [0.08, 0.12, -1.08, 0.08, 0.12, 0.12, -0.10, -0.10, 0.00, 0.00, 1.05, 0.12, -1.08, -0.04, -0.02, -0.04, 0.32, 0.03, 0.15, -0.09, 0.78, -0.11, 0.80, -0.32, -0.03, 0.15, 1.04, -0.93]
}

---

{
  "formula": "C9H8ClNO",
  "method": "wB97M-V/def2-TZVPD",
  "homo_ev": [-8.83, -9.22],
  "e_lumo_ev": [-1.439, -1.376],
  "de_lowest_ev": 4.980,
  "symbols": ["H", "H", "H", "C", "C", "C", "C", "Cl", "H", "C", "C", "H", "C", "H", "N", "H", "C", "C", "O", "H"],
  "positions_angstrom": [[0.5075, 2.6364, 0.1448], [-2.0472, -1.3961, -2.3369], [-0.3045, 0.1207, -2.8895], [0.3315, 0.2915, 1.9494], [-1.7408, -1.6789, -0.4012], [-1.3639, -1.3194, 1.0456], [0.0780, -0.8597, 1.2108], [1.3523, -1.9550, 1.0940], [2.0253, 3.0949, -0.7212], [0.4093, 0.3959, -1.0245], [-0.3909, -0.0960, -1.9143], [-1.8768, -0.4893, 1.4875], [1.5717, 2.3827, 0.0594], [-1.5485, -2.1867, 1.6166], [0.4196, 1.2015, 2.6676], [-2.4443, -2.5880, -0.5117], [-1.3159, -1.1770, -1.5740], [1.5940, 0.9542, -0.5572], [2.6241, 0.2541, -0.3842], [2.1197, 2.4142, 1.0391]],
  "lowdin_charge": [0.07, 0.10, 0.08, -0.30, -0.08, -0.17, -0.67, 0.83, 0.10, 0.09, -0.06, 0.11, -0.04, 0.10, 0.20, 0.13, -0.10, -0.48, 0.00, 0.09]
}

---

{
  "formula": "C9H8ClNOS",
  "method": "wB97M-V/def2-TZVPD",
  "homo_ev": -7.84,
  "e_lumo_ev": 0.111,
  "de_lowest_ev": 2.906,
  "symbols": ["S", "C", "C", "C", "H", "H", "Cl", "H", "H", "C", "H", "C", "H", "O", "N", "H", "C", "H", "C", "C", "C"],
  "positions_angstrom": [[2.9055, 1.9874, 2.5470], [3.0777, 0.2347, 2.8913], [-1.5289, -0.7416, -1.6461], [-0.2429, -1.3348, -1.7097], [0.8201, 1.3046, 3.0106], [-0.0605, -1.9808, -2.6549], [4.5234, -0.5818, 3.2256], [2.3799, -1.4152, 1.2981], [0.5396, 2.3911, 1.5494], [0.7472, -0.9366, -0.8361], [-2.6449, 0.9345, -0.8437], [0.4356, -0.0764, 0.2190], [-0.8768, 1.3341, 0.8313], [3.7744, 2.2869, 1.4170], [1.2360, 0.2654, 1.3384], [1.6144, -1.5516, -0.9647], [2.2604, -0.4210, 1.7180], [-2.3576, -0.8979, -2.3860], [-0.7758, 0.5764, 0.1585], [1.1292, 1.5512, 2.0276], [-1.7653, 0.3100, -0.7660]],
  "lowdin_charge": [0.86, -0.87, -0.09, -0.08, 0.08, 0.14, 0.60, 0.13, 0.13, -0.03, 0.11, -0.18, 0.06, -0.52, -0.12, 0.10, -0.10, 0.12, -0.04, -0.23, -0.07]
}

---

{
  "formula": "C9H8F3N",
  "method": "wB97M-V/def2-TZVPD",
  "homo_ev": -8.28,
  "smiles": "FC(F)(F)/C=C1/C=CC=CC1.C#N",
  "e_lumo_ev": -0.380,
  "de_lowest_ev": 0.000,
  "symbols": ["C", "H", "C", "C", "N", "F", "C", "H", "F", "H", "H", "H", "C", "F", "H", "C", "C", "C", "C", "H", "H"],
  "positions_angstrom": [[-2.5619, -0.3799, 0.0371], [2.1751, -0.3290, -2.3672], [2.2681, -0.7237, 1.0214], [-1.3281, -0.4052, 0.8541], [-1.3521, 2.6005, -1.3074], [-2.4609, -0.3620, -1.3317], [1.0069, -0.2857, 1.3572], [0.8202, -0.2175, 2.4226], [-3.0765, 0.8462, 0.3915], [-0.1842, 0.4402, -1.5605], [-1.4737, -0.4188, 1.9932], [3.7695, -0.5839, -0.5036], [-1.0443, 2.6075, -0.1951], [-3.4989, -1.2544, 0.3413], [-0.0463, -1.2935, -1.5299], [1.8404, -0.3421, -1.3536], [0.3622, -0.4053, -1.0438], [2.7212, -0.6246, -0.3501], [-0.0381, -0.2750, 0.3977], [-0.8164, 2.3672, 0.8518], [2.9179, -0.9611, 1.8752]],
  "lowdin_charge": [-0.60, 0.10, -0.05, 0.02, 0.09, 0.11, -0.07, 0.11, 0.06, 0.11, 0.16, 0.09, -0.08, 0.16, 0.13, -0.04, -0.13, -0.09, -0.25, 0.08, 0.11]
}

---

{
  "formula": "C9H8FNO",
  "method": "wB97M-V/def2-TZVPD",
  "homo_ev": [-7.57, -7.15],
  "e_lumo_ev": [0.471, -0.961],
  "de_lowest_ev": 5.058,
  "symbols": ["C", "C", "C", "H", "H", "H", "H", "N", "O", "C", "H", "C", "C", "C", "H", "H", "C", "F", "H", "C"],
  "positions_angstrom": [[2.8811, 0.5111, -0.1625], [-2.1622, 1.2470, 0.2367], [-1.8077, -0.0795, 0.0927], [1.6522, -3.3280, -0.0798], [-3.2652, 1.5618, 0.1927], [-2.5935, -0.8626, -0.1964], [1.9546, -1.9860, -1.0166], [1.7960, 0.2992, -0.7856], [3.3591, 0.6672, 0.8957], [-0.0229, -1.8196, -0.1055], [0.7880, 2.6931, -0.2159], [-0.4552, -0.5240, -0.0367], [-1.1769, 2.2167, 0.3153], [1.4279, -2.2501, -0.0793], [-1.3190, 3.3321, 0.3702], [1.8647, -1.7577, 0.7768], [0.0905, 1.8001, 0.0260], [-0.9057, -2.7336, 0.4606], [1.7227, 0.1086, -1.7797], [0.4817, 0.5670, -0.2389]],
  "lowdin_charge": [-0.35, -0.10, -0.02, 0.09, 0.13, 0.14, 0.08, 0.05, 0.10, -0.19, 0.16, -0.13, -0.09, -0.02, 0.13, 0.08, -0.08, 0.02, 0.16, -0.18]
}

---

{
  "formula": "C9H8FNO",
  "method": "wB97M-V/def2-TZVPD",
  "homo_ev": [-6.88, -9.14],
  "e_lumo_ev": [0.782, -0.663],
  "s_squared": 2.0481,
  "spin_multiplicity": 3,
  "symbols": ["H", "C", "C", "C", "O", "C", "C", "C", "H", "H", "C", "H", "C", "H", "F", "C", "H", "H", "H", "N"],
  "positions_angstrom": [[1.4168, -3.2193, 0.9928], [1.8565, -1.0901, 1.4041], [-0.0334, -1.8909, 0.0823], [0.2835, 0.4738, 0.3759], [-3.7538, 1.0421, 0.3559], [-0.8015, 2.2557, -1.0822], [1.0787, -2.1274, 0.8254], [1.5041, 0.1814, 1.1312], [2.7691, -1.4371, 1.8355], [1.9428, 1.0502, 1.6266], [-2.6327, 0.6384, 0.3642], [-0.9459, 3.3491, -1.1024], [-0.5911, -0.5869, 0.0485], [-1.8003, 1.6931, -1.1001], [0.9405, 2.6548, 0.6437], [0.0202, 1.8111, 0.1004], [-0.1692, 1.8838, -1.9423], [-2.3516, -1.1872, -0.7395], [-0.6386, -2.6957, -0.1053], [-1.9325, -0.3433, -0.2021]],
  "lowdin_charge": [0.13, -0.09, -0.04, -0.13, 0.10, -0.01, -0.10, -0.01, 0.10, 0.12, -0.28, 0.09, -0.20, 0.07, 0.03, -0.25, 0.11, 0.20, 0.08, 0.07]
}

---

{
  "formula": "C9H8N2",
  "method": "wB97M-V/def2-TZVPD",
  "homo_ev": -9.06,
  "smiles": "Cc1cnnc2ccccc12",
  "e_lumo_ev": -0.055,
  "de_lowest_ev": 1.688,
  "symbols": ["C", "C", "N", "H", "H", "C", "C", "C", "H", "C", "H", "C", "N", "H", "H", "H", "C", "C", "H"],
  "positions_angstrom": [[2.0657, 1.4893, -0.9273], [2.2787, 0.0707, -1.1729], [-2.1107, 0.7252, 1.1511], [0.8987, 2.9166, 0.1591], [1.3154, -1.8656, -1.0559], [-0.6091, -2.7063, 0.1256], [-0.8693, -1.2340, 0.3261], [-0.0661, 0.9790, 0.0748], [0.3475, -3.1490, 0.5923], [0.1158, -0.3670, -0.1710], [2.9208, 2.2367, -1.0723], [1.2706, -0.7971, -0.8165], [-1.2140, 1.5018, 0.7093], [-1.3951, -3.3065, 0.5969], [3.2349, -0.3670, -1.5044], [-0.5911, -2.8602, -0.9697], [0.9518, 1.8759, -0.2830], [-1.9171, -0.6400, 0.9773], [-2.7843, -1.2176, 1.4330]],
  "lowdin_charge": [-0.08, -0.04, 0.01, 0.14, 0.11, -0.06, -0.22, -0.20, 0.12, -0.17, 0.13, -0.04, 0.05, 0.07, 0.11, 0.09, -0.06, -0.08, 0.13]
}